Here is an isolated ion of composition C6H13N2S and charge +1 at a distorted geometry from the OMol25 dataset. Energies are from the ωB97M-V functional and the def2-TZVPD basis.

The geometry in XYZ format:
```
22
Properties=species:S:1:pos:R:3:forces:R:3
C 0.7794 -1.7397 0.6839 -0.17 -1.72 -1.68
N 1.0078 -0.2508 0.6601 1.92 0.77 0.17
C 2.0793 0.0346 -0.4233 -0.62 1.00 2.48
C -0.2830 0.6258 0.2414 -0.36 -2.74 2.32
C 0.0559 2.0047 0.5833 -1.96 3.30 1.58
N -0.4996 0.3861 -1.0848 0.41 -0.18 -3.13
C -1.5730 -0.1740 -1.4726 -0.25 2.01 0.77
C -2.5438 -0.5041 -0.3901 -1.62 -0.43 -0.60
S -1.7034 -0.1551 1.1642 0.00 0.11 0.18
H 0.2991 -1.8567 -0.3618 0.93 -0.37 1.59
H 1.7449 -2.3977 0.7362 -1.55 1.80 -0.15
H 0.0336 -2.1830 1.3909 0.85 1.18 -0.27
H 1.4755 0.2071 1.5448 -1.58 -1.48 -1.74
H 2.9196 -0.4829 -0.1248 1.78 -1.45 0.55
H 1.8255 -0.2025 -1.4038 -0.94 -0.34 -1.33
H 2.3469 1.0590 -0.2663 -0.05 0.68 -0.50
H 0.4314 2.1524 1.6326 -0.47 -0.41 -0.81
H -0.9179 2.6839 0.5240 2.06 -1.49 -0.01
H 0.7912 2.4382 -0.0688 0.19 0.10 -0.48
H -1.8183 -0.2514 -2.5480 0.31 -0.30 0.69
H -3.4812 0.0741 -0.2767 0.55 0.28 -0.94
H -2.9698 -1.4680 -0.7406 0.59 -0.34 1.31
```
Positions in Å, forces in eV/Å.

Values from the calculation:
Multiplicity = 1
HOMO-LUMO gap = 9.89 eV
Charge = +1
LUMO energy = -3.17 eV
HOMO energy = -13.06 eV
Energy above the lowest of the compared OMol25 structures with the same formula, charge and spin = 59.3 kcal per mole

---

Here is one molecule with the formula C4H5N3O at a distorted geometry from the OMol25 dataset. Energies are from the ωB97M-V functional and the def2-TZVPD basis.

The geometry in XYZ format:
```
13
Properties=species:S:1:pos:R:3:forces:R:3
H 2.2799 2.2599 -0.0236 0.17 -0.24 0.01
N 1.3488 1.8693 -0.0060 -0.53 -0.80 0.04
C 1.3075 0.5949 0.0042 -0.25 2.28 -0.08
O 2.3137 -0.2542 0.0039 0.55 -1.43 -0.29
N 1.7767 -1.5601 -0.0471 2.28 -1.69 0.65
C 0.5268 -1.4809 0.0712 -0.04 1.46 -1.13
N 0.1576 -0.1726 0.0028 0.00 0.91 0.82
C -1.0566 0.4541 0.0498 -1.08 1.53 -0.68
C -2.2171 -0.1656 -0.0508 -0.51 -0.17 0.68
H -0.1367 -2.2993 -0.0147 -0.40 -0.66 0.19
H -0.9460 1.5642 0.0319 -0.10 -1.10 0.13
H -2.2304 -1.2658 0.0113 -0.49 0.66 -0.27
H -3.1241 0.4562 -0.0330 0.40 -0.76 -0.06
```
Positions in Å, forces in eV/Å.

Values from the calculation:
Multiplicity = 1
HOMO-LUMO gap = 9.64 eV
LUMO energy = 0.82 eV
HOMO energy = -8.83 eV
Energy above the lowest of the compared OMol25 structures with the same formula, charge and spin = 72.4 kcal per mole

---

Here is C28H68Cd2F12N4O12P2S3 as an isolated structure at a distorted geometry from the OMol25 dataset. Energies are from the ωB97M-V functional and the def2-TZVPD basis.

The geometry in XYZ format:
```
131
Properties=species:S:1:pos:R:3:forces:R:3
Cd -2.6583 2.7308 2.6921 0.17 -0.03 0.05
Cd 2.6853 -1.4354 -3.7493 -0.08 -0.06 0.18
S -0.1034 0.5809 -0.5965 2.27 -0.76 -1.37
O -0.0422 0.5867 0.8430 1.40 -0.88 3.17
O -0.0070 -0.7667 -1.1693 -1.06 -1.37 0.13
O -1.3140 1.3235 -0.6458 -2.82 1.52 -2.22
O 1.0444 1.1149 -1.3233 0.26 1.63 0.16
P 1.7507 -7.3690 -6.0009 0.78 0.03 2.20
F 3.2008 -7.9515 -5.4482 -0.45 0.62 -0.79
F 2.1863 -5.8677 -5.4812 0.30 0.55 -0.52
F 2.3764 -6.9704 -7.4580 -0.56 -1.00 0.66
F 0.2858 -6.7647 -6.4342 0.82 -1.00 -0.07
F 1.4015 -8.9425 -6.3732 -0.44 2.01 -0.17
F 1.2052 -7.5143 -4.4202 -0.43 -0.87 -1.21
P -0.5651 2.1128 8.6362 0.50 0.16 1.77
F -1.9637 1.5549 9.3478 1.16 -0.34 -1.16
F -1.3942 2.3939 7.2077 0.97 -0.25 1.02
F -0.9429 3.5543 9.2358 -0.90 0.80 -0.68
F 0.8253 2.8125 8.1250 -0.52 -0.54 -1.60
F 0.2603 1.8780 10.0187 -0.42 -1.07 0.28
F -0.0834 0.6215 8.1090 -0.87 1.28 0.06
C -1.1748 -0.4963 -6.6344 0.21 0.72 0.94
C -0.3668 0.7489 -7.1073 -0.32 -1.86 -0.67
N 1.0900 0.4244 -7.3218 -1.17 2.70 -1.07
C 1.7222 1.8259 -7.4762 0.37 -2.26 0.02
C 3.2172 1.6250 -7.6216 0.29 1.10 0.82
C 1.2542 -0.4517 -8.5470 0.18 -0.15 0.59
C 0.7384 0.0884 -9.8795 -0.43 -0.05 -0.19
H -0.4835 -1.2843 -6.3356 -0.07 -0.25 -0.42
H -1.9312 -0.8260 -7.3466 0.40 -0.19 -0.14
H -1.7260 -0.2952 -5.7159 -0.06 0.27 0.05
H -0.8140 0.9763 -8.0750 0.18 0.42 -0.23
H -0.5035 1.6543 -6.5160 0.28 -0.38 0.37
H 1.3510 2.4501 -8.2891 -0.29 -0.60 -0.75
H 1.3842 2.4457 -6.6457 0.60 -0.45 0.60
H 3.5580 1.1075 -8.5183 -0.31 0.33 -0.13
H 3.6298 2.6309 -7.5443 0.50 -0.02 -0.48
H 3.6650 1.0954 -6.7807 -0.28 -0.21 0.17
H 0.8037 -1.4080 -8.2812 -0.38 0.09 -0.14
H 2.2923 -0.7407 -8.7111 0.23 0.45 0.48
H -0.3482 0.0775 -9.9644 -0.06 0.26 0.24
H 1.0447 -0.5443 -10.7126 0.34 -0.18 0.20
H 1.1142 1.0870 -10.1025 -0.05 0.04 0.10
C -5.4510 -1.5739 4.9759 0.80 -1.57 -0.50
C -6.4787 -0.5279 4.9408 0.16 2.20 -0.51
N -6.2844 0.4028 3.7249 -1.46 -1.71 0.21
C -6.4969 -0.4305 2.4812 -1.36 -0.02 0.06
C -7.8742 -1.2568 2.4691 1.21 0.78 0.34
C -7.2825 1.4655 3.7381 -1.28 0.72 0.23
C -7.3768 2.2686 5.0398 1.24 0.13 -0.05
H -5.6551 -2.3680 4.2576 -0.38 -0.37 0.24
H -5.3963 -1.9824 5.9850 0.20 -0.19 -0.18
H -4.4603 -1.2781 4.6309 0.06 0.63 0.52
H -7.4974 -0.9153 4.9565 -0.12 -0.17 -0.34
H -6.4367 0.0378 5.8716 0.33 0.42 -0.31
H -5.6456 -1.0647 2.2337 -0.01 -0.11 0.55
H -6.5973 0.2284 1.6188 0.18 0.41 0.15
H -8.7033 -0.5816 2.6807 0.03 0.02 -0.24
H -7.9205 -2.0176 3.2482 0.21 -0.24 -0.36
H -8.0037 -1.6719 1.4695 0.00 -0.16 0.18
H -7.2382 2.0532 2.8211 0.87 0.48 0.13
H -8.3108 1.1304 3.6019 -0.24 -0.98 0.09
H -7.7275 1.6563 5.8705 -0.08 0.06 -0.15
H -6.3684 2.5978 5.2906 0.13 0.09 0.30
H -7.9794 3.1765 5.0126 -0.20 -0.24 -0.45
C -3.6066 6.8916 0.0064 0.37 -0.74 -0.32
C -3.4099 7.4563 1.3575 -0.06 0.78 1.76
N -2.4551 6.8259 2.3288 0.79 1.21 -0.73
C -1.0185 7.0071 1.8520 0.02 0.18 0.07
C 0.1274 6.5722 2.8268 -0.41 0.26 -0.35
C -2.6123 7.5903 3.5795 1.02 -0.60 1.79
C -2.1474 9.0442 3.6673 -0.98 1.14 -0.15
H -4.2787 7.5476 -0.5469 -0.06 -0.24 -0.05
H -4.0284 5.8938 0.1266 -0.19 -0.07 -0.39
H -2.6776 6.7949 -0.5556 -0.02 0.08 -0.07
H -3.2074 8.5269 1.3253 0.68 0.22 -0.42
H -4.3569 7.5175 1.8937 -0.28 -0.59 -0.02
H -0.9321 6.6439 0.8279 0.03 -1.03 0.29
H -0.8775 8.0581 1.6001 -0.07 0.56 0.58
H 0.2174 5.4953 2.9688 -0.37 -0.02 0.17
H 1.1296 6.8811 2.5297 -0.17 0.09 -0.91
H 0.0923 7.0931 3.7836 -0.64 -0.31 0.17
H -2.0932 7.0680 4.3831 0.44 -0.32 -0.22
H -3.6087 7.5729 4.0211 -0.48 -0.14 -0.90
H -2.4083 9.4130 4.6592 0.12 -0.28 0.26
H -2.7899 9.6706 3.0486 0.10 0.11 -0.33
H -1.1266 9.3862 3.4967 0.14 -0.76 -0.17
C 7.1038 0.2232 -1.5664 0.88 -0.67 0.05
C 6.8538 -1.2725 -1.1539 -2.04 1.84 0.20
N 6.3947 -2.2481 -2.1880 1.58 -0.46 1.34
C 7.4905 -2.3466 -3.1743 -0.64 0.17 -0.59
C 7.0858 -3.1305 -4.4414 0.22 -0.16 0.61
C 6.2806 -3.5939 -1.4856 -0.93 0.63 -0.88
C 5.0470 -3.6839 -0.6126 -0.53 -0.18 0.55
H 8.1692 0.3820 -1.7334 0.00 0.04 -0.45
H 6.8928 0.8960 -0.7351 -0.26 -0.28 0.18
H 6.5407 0.6090 -2.4162 -0.07 -0.39 -0.11
H 7.6779 -1.6235 -0.5327 0.34 -0.33 -0.34
H 6.0252 -1.1386 -0.4585 -0.08 -0.57 0.13
H 7.7783 -1.3257 -3.4250 -0.15 0.00 -0.31
H 8.3451 -2.7170 -2.6080 0.35 -0.59 -0.32
H 6.8575 -4.1821 -4.2676 0.00 0.03 0.29
H 6.1693 -2.6916 -4.8356 0.10 0.16 -0.21
H 7.8644 -3.1581 -5.2037 -0.01 0.40 0.05
H 7.1907 -3.8253 -0.9322 0.20 0.36 0.20
H 6.2287 -4.3511 -2.2679 -0.14 0.04 0.04
H 5.0512 -4.5657 0.0281 0.24 -0.21 -0.20
H 4.1234 -3.7583 -1.1867 0.06 0.01 -0.30
H 4.8900 -2.8712 0.0966 0.35 0.25 -0.16
C -4.6005 -6.6917 -1.2607 -0.25 -0.47 -1.66
C -4.8782 -8.1757 -1.6829 0.37 0.62 -0.73
O -4.9949 -8.9699 -0.4715 0.48 0.03 0.31
S -5.3715 -8.0235 0.7608 -1.51 1.56 1.13
O -4.8816 -8.3302 2.1216 -0.28 0.43 -4.21
O -6.8002 -7.7747 0.6359 1.80 -0.16 0.22
O -4.5613 -6.7247 0.0884 0.05 -0.88 4.72
H -5.3339 -5.9314 -1.5296 -0.34 -0.42 -0.62
H -3.6288 -6.3664 -1.6324 0.04 -0.07 0.01
H -4.0117 -8.5261 -2.2437 -0.11 -0.36 0.30
H -5.7494 -8.2482 -2.3339 -0.21 -0.27 0.49
C 6.2423 -1.2896 7.5429 -0.74 -1.11 -0.89
C 6.2987 -0.4327 6.2710 0.37 1.08 1.58
O 7.5154 -0.9429 5.6573 0.12 0.72 0.23
S 8.6760 -1.0418 6.8214 1.63 0.53 -0.48
O 9.2223 0.3057 7.1517 -2.00 -3.59 -0.59
O 9.6434 -2.0783 6.4102 -2.74 2.26 1.19
O 7.5947 -1.6096 7.9462 1.35 1.18 -0.87
H 5.8128 -2.2241 7.1819 0.02 -0.32 0.35
H 5.6376 -0.9731 8.3927 0.41 0.51 -0.13
H 6.3199 0.6341 6.4939 1.16 0.20 0.25
H 5.3772 -0.3836 5.6909 0.37 -1.45 -0.63
```
Positions in Å, forces in eV/Å.

Values from the calculation:
Multiplicity = 1
HOMO-LUMO gap = 1.95 eV
LUMO energy = -7.56 eV
HOMO energy = -9.51 eV
Energy above the lowest of the compared OMol25 structures with the same formula, charge and spin = 369.4 kcal per mole